Here is a structure of composition C10H16N4OS2Se3TeTi from OMol25. Energies are from ωB97M-V with the def2-TZVPD basis set.

Each line ends with the Löwdin charge.
CARTESIAN COORDINATES (ANGSTROEM)
1 Ti -0.41 1.00 -1.23  0.154
2 C -1.69 -2.94 -0.07  -0.023
3 C -1.34 -1.49 -0.07  -0.307
4 N -0.59 -0.95 -1.07  -0.185
5 N -0.17 -1.81 -2.08  -0.056
6 C 1.09 -2.32 -2.09  -0.939
7 N 1.46 -2.83 -3.28  0.090
8 S 2.08 -2.38 -0.75  0.637
9 C -1.65 -0.56 0.89  -0.243
10 C -2.33 -0.79 2.13  -0.022
11 C -2.45 0.20 3.04  -0.086
12 C -1.90 1.48 2.76  -0.081
13 C -1.30 1.68 1.56  -0.172
14 N -1.18 0.72 0.61  -0.093
15 H -2.14 -3.23 -1.02  0.082
16 H -2.40 -3.17 0.72  0.070
17 H -0.80 -3.56 0.08  0.074
18 H -0.59 -1.59 -2.97  0.117
19 H 1.02 -2.51 -4.13  0.100
20 H 2.42 -3.14 -3.35  0.087
21 H -2.74 -1.78 2.32  0.104
22 H -2.97 0.02 3.98  0.101
23 H -1.97 2.29 3.47  0.097
24 H -0.89 2.65 1.29  0.099
25 Se 1.04 0.91 -3.36  0.029
26 Se 0.35 3.11 -3.79  -0.101
27 Te -1.60 3.41 -2.16  0.435
28 Se -2.65 1.18 -2.42  0.016
29 C 3.17 2.79 1.03  -0.232
30 S 2.40 1.47 0.10  0.896
31 C 1.98 0.39 1.46  -0.254
32 O 1.08 2.12 -0.31  -0.708
33 H 2.48 3.14 1.80  0.067
34 H 3.39 3.59 0.33  0.063
35 H 4.09 2.41 1.47  0.065
36 H 2.91 0.03 1.91  0.072
37 H 1.44 -0.46 1.03  -0.015
38 H 1.36 0.93 2.18  0.062

The calculation puts the energy above the lowest of the compared OMol25 structures with the same formula, charge and spin at 0.0 kJ/mol. The multiplicity is 1. The HOMO energy (alpha / beta) is -6.2 / -6.2 eV. The value obtained for the molar mass is 684.75 g mol⁻¹.

Here is a structure of composition C12H14BN9V at a distorted geometry from OMol25. Energies are from ωB97M-V with the def2-TZVPD basis set.

Each line ends with the Mulliken spin population.
CARTESIAN COORDINATES (ANGSTROEM)
1 C 3.07 0.07 0.41  0.005
2 N 1.79 0.05 -0.08  0.017
3 N 1.90 0.05 -1.49  0.039
4 C 3.20 -0.01 -1.82  0.012
5 C 3.97 0.00 -0.66  0.053
6 B 0.63 0.17 -2.37  -0.055
7 N -0.34 -0.98 -1.99  0.054
8 N -0.78 -1.14 -0.67  -0.013
9 C -1.72 -2.12 -0.68  0.023
10 C -1.84 -2.63 -1.98  0.057
11 C -0.96 -1.89 -2.77  0.019
12 V 0.00 0.15 0.62  1.847
13 N -0.06 1.50 -1.98  0.173
14 N -0.43 1.65 -0.65  0.110
15 C -1.02 2.88 -0.54  0.184
16 C -1.04 3.49 -1.80  0.305
17 C -0.42 2.60 -2.68  0.115
18 H -1.38 3.23 0.42  0.001
19 H -0.21 2.68 -3.73  0.003
20 H -1.44 4.45 -2.03  -0.007
21 H 0.92 0.16 -3.54  -0.002
22 H -0.72 -1.93 -3.83  0.001
23 H 3.47 -0.03 -2.87  0.001
24 H -2.50 -3.42 -2.30  0.000
25 H 5.05 -0.03 -0.60  0.000
26 H -2.26 -2.37 0.22  -0.004
27 H 3.24 0.14 1.47  -0.001
28 H -2.55 -0.73 2.14  0.001
29 C -2.20 -1.54 2.79  -0.001
30 H -2.85 -2.42 2.67  0.000
31 H -1.15 -1.79 2.53  0.000
32 H -2.28 -1.23 3.84  0.001
33 N 0.12 0.49 2.53  -0.029
34 C 0.27 0.57 3.71  0.037
35 N 0.38 0.79 4.94  0.037
36 C 0.16 -0.08 5.91  -0.007
37 N -0.02 -0.77 6.84  0.023

The calculation puts the energy above the lowest of the compared OMol25 structures with the same formula, charge and spin at 0.0 kJ/mol. The total charge is +2. The multiplicity is 4. As for the expectation value of S²: 3.7699. The HOMO energy (alpha / beta) is -14.7 / -14.7 eV. The value obtained for the molar mass is 346.06 g mol⁻¹.